(1)
Here is one molecule with the formula C15H21BrClNO from OMol25. Energies are from ωB97M-V/def2-TZVPD.

ORCA input file:
```
! wB97M-V def2-TZVPD RIJCOSX def2/J DEFGRID3
* xyz 0 1
Br 1.74054 -3.49741 -0.39893
Cl 2.51469 -1.26528 -5.39697
O 0.74615 -0.83212 0.17715
N -2.49885 3.68940 3.97083
C -2.68540 5.09294 4.29703
C 0.13990 0.31312 0.74341
C 1.46184 0.10187 -3.31921
C -1.92046 1.80441 0.72178
C 1.10817 -0.83604 -1.12231
C -1.95008 2.05437 2.22738
C 2.06863 -2.18781 -2.90364
C 1.97832 -1.10263 -3.76345
C -1.33257 0.44573 0.34588
C -4.20475 5.31744 4.43118
C 1.63460 -2.04151 -1.60346
C -3.48792 3.02493 4.80564
C -4.73636 3.93780 4.84760
C -2.63318 3.38347 2.55601
C 1.02923 0.23323 -2.01034
H -2.13121 4.17532 1.99353
H -5.49722 3.58358 4.15237
H 0.69917 1.21705 0.47276
H -3.06203 2.92902 5.80824
H -0.93735 2.08956 2.62883
H -3.68355 3.35063 2.22495
H -1.90011 -0.35291 0.82659
H -2.94047 1.85793 0.33375
H -2.19817 5.27108 5.26036
H -1.34351 2.59596 0.23644
H -2.22158 5.73732 3.55122
H -1.41974 0.30550 -0.73465
H -2.47559 1.23448 2.71907
H 1.39427 0.94093 -3.99296
H -4.43088 6.08915 5.16400
H 2.46991 -3.12966 -3.24200
H -5.17381 3.95168 5.84397
H 0.23231 0.15854 1.82037
H -4.62533 5.62500 3.47342
H -3.71019 2.02751 4.43123
H 0.63166 1.18246 -1.69018
*
```

Its energy above the lowest of the compared OMol25 structures with the same formula, charge and spin is 4.78 kcal/mol. The HOMO-LUMO gap is 9.30 eV. The structure (SMILES) is Clc1ccc(OCCCCCN2CCCC2)c(Br)c1.



(2)
Here is a 11-piece molecular cluster, C38H76O20S3 overall from OMol25. Energies are from ωB97M-V/def2-TZVPD.

ORCA input file:
```
! wB97M-V def2-TZVPD RIJCOSX def2/J DEFGRID3
* xyz 0 1
S -7.48688 -16.84508 -14.00557
S 1.54441 -10.33842 -18.32317
S -7.44248 -1.01697 -16.32849
O -8.11533 -0.45494 -15.13682
O 0.45355 -9.75878 -19.16879
O -7.00357 -2.42591 -16.34116
O 2.94890 -10.35476 -19.16698
O 1.37789 -11.71133 -17.86223
O -6.17674 -0.00514 -16.76376
O -7.39157 -16.46368 -12.43311
O 2.23202 -9.20673 -17.25618
O 2.01368 -3.63236 -16.19497
O -7.98892 -15.73686 -14.83914
O -3.60352 -10.44141 -14.08015
O -10.82507 -6.41395 -10.38068
O -8.67090 -18.00784 -13.65448
O -4.83293 -11.95427 -8.42809
O -8.20583 -0.67473 -17.78471
O -2.90983 -1.53808 -9.19409
O 0.64188 -14.70516 -10.64456
O -5.19397 -14.01193 -21.12164
O -6.61207 -7.81964 -22.37020
O -6.27832 -17.56502 -14.42674
C -3.77759 -2.95637 -10.79795
C -4.34543 -11.17361 -14.99057
C -5.27666 -8.00151 -21.90481
C -4.94433 -2.67800 -9.89029
C -5.81364 -5.64188 -21.76939
C -11.05443 -5.02137 -10.72123
C -6.49670 -10.53805 -7.95752
C -10.51995 -7.07478 -11.55127
C 0.20656 -14.79175 -12.02127
C -0.80212 -16.51853 -10.74913
C -6.57612 -14.25557 -21.34073
C -5.28498 -9.74999 -8.22531
C -4.08827 -10.69395 -8.27783
C -11.24060 -4.88514 -12.24275
C 4.03008 -9.65662 -18.51348
C -4.62177 -6.58040 -21.94868
C 3.44401 -8.54496 -17.75191
C -11.22345 -6.37831 -12.69782
C -7.23026 -0.19754 -18.81285
C 1.56864 -2.92938 -17.30096
C -5.85457 -0.11750 -18.13011
C -1.17080 -15.39407 -11.77316
C -4.67620 -15.03514 -20.20545
C 0.22777 -15.87896 -9.93655
C 0.93117 -4.10166 -15.34036
C -4.31311 -1.67386 -8.90969
C -3.67889 -9.04978 -14.38078
C -2.53195 -2.58173 -10.04005
C -6.83922 -15.75199 -20.81662
C -7.53381 -17.54826 -11.54967
C -4.92613 -8.90493 -15.17552
C -7.08302 -6.49245 -22.13867
C -5.57847 -10.31352 -15.30300
C -8.70711 -18.29774 -12.22836
C 0.03880 -2.86003 -17.10724
C -6.24108 -11.82310 -8.73031
C -0.21726 -4.04782 -16.31461
C -5.46920 -16.33786 -20.48214
H -5.41169 -1.07090 -18.41821
H -5.32642 -3.48763 -9.26852
H 2.04271 -1.95309 -17.19990
H -6.49400 -10.90922 -6.93266
H -3.38532 -10.58559 -7.45187
H -4.41718 -2.09812 -7.91105
H -5.80416 -4.71256 -22.33892
H -3.88902 -6.50688 -21.14509
H -3.57333 -10.53565 -9.22539
H -4.87055 -0.73935 -8.84610
H 0.97868 -5.13177 -14.98719
H -6.66370 -18.19506 -11.66225
H -11.86015 -4.59825 -10.12131
H -4.74074 -8.44445 -16.14592
H -7.71340 -6.09726 -22.93526
H -12.15136 -4.36355 -12.53696
H -9.69350 -17.95941 -11.91106
H -9.45830 -6.99189 -11.78396
H -7.69697 -17.27158 -10.50808
H 4.49989 -10.41344 -17.88531
H 4.71392 -9.37732 -19.31502
H -6.31123 -10.45377 -14.50833
H -3.77145 -11.39154 -15.89122
H -12.29540 -6.57560 -12.70723
H -10.77536 -6.55882 -13.67492
H -1.63254 -2.22108 -10.53915
H -1.80967 -14.73479 -11.18556
H -0.18749 -1.93542 -16.57620
H -10.41266 -4.37595 -12.73604
H -5.01014 -16.85983 -21.32172
H -3.62956 -15.21257 -20.45276
H -0.38307 -17.33367 -11.33908
H -1.65551 -17.00007 -10.27171
H -5.54828 -8.20188 -14.62165
H -6.81924 -12.57108 -8.18777
H -1.15964 -3.90709 -15.78525
H -0.32295 -2.85409 -18.13544
H -6.93271 -14.20728 -22.36961
H -5.43390 -9.08322 -9.07462
H -7.65069 -6.55020 -21.20995
H -7.43416 -15.68685 -19.90563
H -7.39604 -16.34516 -21.54202
H -7.08133 -0.97659 -19.56052
H -5.24859 -9.10358 -7.34842
H -5.84350 -5.41392 -20.70391
H -2.83854 -8.69766 -14.97904
H -3.76309 -3.90828 -11.32873
H -7.70425 0.70160 -19.20651
H -10.11265 -4.49131 -10.57909
H -0.24426 -4.92823 -16.95667
H -0.28032 -15.48146 -9.05795
H -5.46668 -17.10566 -19.70846
H -4.76566 -14.85324 -19.13447
H 1.86155 -3.48789 -18.18999
H -4.14915 -6.38357 -22.91097
H -3.67768 -2.19245 -11.56901
H 0.89047 -3.43621 -14.47803
H 3.20665 -7.79978 -18.51116
H 0.81615 -15.38169 -12.70572
H -0.01289 -13.77784 -12.35585
H -10.77069 -8.11533 -11.34517
H -5.80003 -2.30423 -10.45258
H -3.52795 -8.60289 -13.39813
H -1.74289 -15.70474 -12.64740
H -4.58861 -12.11001 -14.48846
H -8.64456 -19.36613 -12.02163
H 1.11987 -16.47546 -9.74564
H -7.43332 -10.06652 -8.25504
H -6.04060 -10.52479 -16.26731
H 4.12696 -8.21878 -16.96751
H -2.23716 -3.44531 -9.44388
H -4.81880 -8.79185 -22.49965
H -7.27452 -13.69265 -20.72148
H -5.31939 0.80287 -18.36379
H -5.25845 -8.41911 -20.89814
H -6.58839 -11.93377 -9.75756
*
```

Its energy above the lowest of the compared OMol25 structures with the same formula, charge and spin is 143.98 kcal/mol. The HOMO-LUMO gap is 9.35 eV. The structure (SMILES) is O=S1(=O)OCCO1.O=S1(=O)OCCO1.O=S1(=O)OCCO1.C1CCOC1.C1CCOC1.C1CCOC1.C1CCOC1.C1CCOC1.C1CCOC1.C1CCOC1.C1CCOC1.



(3)
Here is one molecule with the formula C6H10N2O from OMol25. Energies are from ωB97M-V/def2-TZVPD.

ORCA input file:
```
! wB97M-V def2-TZVPD RIJCOSX def2/J DEFGRID3
* xyz 0 1
O 2.57506 0.10342 -1.49129
N 1.11852 0.16760 0.26558
N -0.76251 1.40430 -0.03123
C 2.31260 0.11780 -0.31017
C -0.14915 0.25296 -0.56559
C 1.03862 -0.07309 1.72441
C -1.01888 -0.94283 -0.39949
C -1.14354 2.39619 -0.72046
C -1.09237 -1.97550 -1.16928
H -1.18461 2.50661 -1.73848
H 3.17622 0.19012 0.43596
H -1.56677 -2.85220 -0.78070
H -1.85056 -0.80978 0.24773
H 1.38667 -1.13148 2.09421
H -1.38155 3.26715 -0.17866
H 1.65190 0.61084 2.20495
H -0.45003 -2.24434 -1.96408
H 0.16720 0.49881 -1.62026
H 0.08051 0.31922 2.08213
*
```

Its energy above the lowest of the compared OMol25 structures with the same formula, charge and spin is 66.29 kcal/mol. The HOMO-LUMO gap is 10.38 eV. The structure (SMILES) is C=C[C@@H](N=C)N(C)C=O.



(4)
Here is C20H13Cl2F3FeN4O3SSe3Te as an isolated structure from OMol25. Energies are from ωB97M-V/def2-TZVPD.

ORCA input file:
```
! wB97M-V def2-TZVPD RIJCOSX def2/J DEFGRID3
* xyz -2 5
Te -5.66104 2.69061 -0.14834
Se -3.05901 0.98725 -2.77640
Se -3.64850 1.19551 -0.50223
Se -4.10822 -0.86010 -3.67348
Fe -1.01971 0.41168 -1.01716
Cl -0.64029 -0.54247 4.00210
Cl -1.94905 -5.55926 2.53107
S -0.11346 2.77159 -1.00480
F 2.30678 2.24829 -3.59830
F 0.22584 2.13020 -4.17816
F 1.72821 1.12384 -5.35534
O 0.11783 -0.05724 -2.68081
O 2.23810 -0.57897 -3.23452
O -0.90371 0.03491 1.04885
N 1.02361 4.16174 0.92222
N -1.43163 -1.69637 -0.86214
N 1.59423 2.06827 1.13353
N 1.48369 0.09833 -0.15059
C 1.83678 4.07638 2.02964
C 2.33961 -0.04819 2.06551
C 1.23392 0.12291 -3.23110
C -1.32431 -2.98492 3.04442
C -2.01498 -3.85787 -1.64340
C -1.70694 -2.49947 -1.86016
C 1.35383 1.42325 -4.08927
C -1.13383 -1.16606 1.41243
C -2.00921 -4.36179 -0.37601
C 0.85586 2.93422 0.34662
C 1.72058 -1.20429 -0.30502
C -1.07166 -1.64482 2.72209
C 2.26728 -1.99654 0.68876
C -1.44750 -2.16451 0.40891
C -1.70929 -3.51101 0.71415
C 1.81184 0.66446 0.99082
C 2.56122 -1.40141 1.90360
C 2.19247 2.79434 2.16568
C -1.63831 -3.89389 2.07566
C 0.35606 5.35296 0.44510
H -1.27073 -3.29526 4.07944
H 1.44276 -1.61128 -1.26720
H 2.50899 0.40813 3.02747
H 2.09588 4.93655 2.61991
H 2.84323 2.34011 2.88414
H 0.69630 6.19553 1.04487
H 2.93684 -1.98663 2.73358
H 0.59382 5.52027 -0.60400
H -0.72451 5.23846 0.53050
H -2.26145 -4.48109 -2.49201
H -1.70110 -2.06905 -2.85212
H 2.41956 -3.05376 0.52217
H -2.23671 -5.40357 -0.19066
*
```

Its energy above the lowest of the compared OMol25 structures with the same formula, charge and spin is 2.41 kcal/mol. The HOMO-LUMO gap is 4.45 eV.



(5)
Here is C4H3CrO2 as an isolated structure from OMol25. Energies are from ωB97M-V/def2-TZVPD.

ORCA input file:
```
! wB97M-V def2-TZVPD RIJCOSX def2/J DEFGRID3
* xyz 1 5
Cr 2.46757 0.86320 0.30810
O 1.66146 -1.89607 -0.72839
O 0.73959 1.54477 0.22412
C -0.42986 -1.06528 0.34495
C -0.58459 1.39076 0.11006
C -1.14151 0.16779 -0.02110
C 0.64870 -1.52138 -0.26773
H -2.18270 0.07614 -0.32951
H -0.39744 2.14277 -0.80061
H -0.78121 -1.70271 1.16011
*
```

The HOMO-LUMO gap (alpha / beta) is 6.09 / 7.69 eV.



(6)
Here is a 5-piece molecular cluster, C24H51F3O13 overall from OMol25. Energies are from ωB97M-V/def2-TZVPD.

ORCA input file:
```
! wB97M-V def2-TZVPD RIJCOSX def2/J DEFGRID3
* xyz 0 1
F 3.37958 -1.86091 -3.02183
F 3.39468 -0.54205 -1.29246
F 4.72893 -2.16704 -1.44714
O -0.91034 -1.39591 -0.66729
O -3.54172 8.52707 2.24397
O -0.08191 3.86148 2.05921
O -3.43630 -6.84856 -2.27140
O 2.11377 -3.77081 -1.95558
O -2.37124 4.16388 3.90817
O 7.69070 -7.12523 0.17891
O 4.91806 -6.13768 -0.10840
O -2.68477 -3.99432 -2.06719
O 0.23719 0.70130 -4.30117
O -4.35194 11.11108 1.05232
O -1.57131 -1.62696 1.42725
O -0.38107 0.16507 0.83905
C 2.51236 -2.75262 -1.03299
C 8.13960 -5.80863 0.45045
C -1.03290 -1.01105 0.63848
C -2.99750 5.05036 2.99571
C -1.81281 -5.05351 -2.42964
C -4.79313 -6.48617 -2.46032
C -0.46177 2.92982 3.06764
C -4.74756 10.63065 2.33013
C 5.17013 -5.80248 -1.46466
C 3.47788 -1.77609 -1.71663
C 1.30223 -2.13453 -0.30336
C -4.98845 10.42845 -0.01405
C 0.44374 -0.99405 -2.57845
C -1.95669 2.94774 3.30001
C 0.47165 -1.03745 -1.04675
C 5.29119 -7.47218 0.21026
C 1.09505 0.23445 -3.25395
C -2.55393 -6.16156 -3.14774
C -3.01277 -3.99825 -0.68553
C 0.50948 5.03463 2.58850
C -3.67709 9.75584 2.94691
C 6.58904 -7.51182 0.98866
C 0.52226 0.27353 -0.26511
C -2.39208 8.50291 1.41344
H -2.49395 2.77513 2.36262
H -5.15777 -6.86476 -3.42117
H -1.82602 -6.89599 -3.50843
H -0.61224 0.97297 -3.93088
H -2.37742 5.21851 2.11095
H 1.27495 1.08494 -2.58506
H -1.48534 8.47205 2.02739
H 4.49351 -7.88699 0.83521
H -1.06337 -4.63276 -3.10988
H -3.97407 9.50695 3.97095
H -0.12122 5.48965 3.35674
H -3.97199 4.65249 2.69274
H -3.09190 -5.76530 -4.01391
H 6.20184 -6.02482 -1.74757
H 6.77485 -8.54138 1.31157
H -0.61080 -0.97666 -2.85676
H 6.52109 -6.88446 1.88246
H 1.62973 -1.80710 0.68915
H 5.36521 -8.08378 -0.69357
H 1.49513 4.80798 3.00927
H 0.63483 5.74518 1.77180
H 0.07700 3.12191 4.00035
H -5.69715 10.09092 2.26833
H -2.13584 -3.72976 -0.09104
H -1.29002 -5.44760 -1.55144
H -2.35822 9.37140 0.75096
H -5.37635 -6.94341 -1.66210
H 3.10131 -3.27902 -0.27179
H -4.52694 10.75611 -0.94466
H 0.01612 1.00577 -0.92211
H 1.48412 0.75856 -0.10829
H 4.99156 -4.73597 -1.58889
H -2.72229 10.28774 2.99202
H 8.88117 -5.54548 -0.30253
H 7.31964 -5.08726 0.40407
H -3.78615 -3.24984 -0.51973
H 2.03440 0.01689 -3.75765
H 0.61500 -2.96507 -0.11300
H -4.89766 11.50699 2.96906
H 0.83937 -1.92015 -2.99949
H 1.71735 -4.44224 -1.38346
H 4.48286 -6.34753 -2.12027
H 8.61200 -5.76456 1.43759
H -2.21531 2.13951 3.99165
H -3.15320 6.00321 3.49926
H -3.39175 -4.97251 -0.36489
H -2.43034 7.60001 0.80491
H -6.05387 10.68027 -0.04402
H -4.87050 9.34541 0.07535
H -4.92803 -5.40240 -2.41795
H -0.17356 1.93782 2.70871
*
```

The HOMO-LUMO gap is 9.53 eV. The structure (SMILES) is O=C1OC[C@@](CCO)(C[C@@H](O)C(F)(F)F)O1.COCCOC.COCCOC.COCCOC.COCCOC.



Number 1: maximum force 0.50 eV Å⁻¹. Number 2: maximum force 4.44 eV Å⁻¹. Number 3: maximum force 2.94 eV Å⁻¹. Number 4: maximum force 0.45 eV Å⁻¹. Number 5: maximum force 6.04 eV Å⁻¹. Number 6: maximum force 5.52 eV Å⁻¹.